A structure of composition C22H44FInNO8S2 at a distorted geometry, computed with the ωB97M-V functional and the def2-TZVPD basis.

Each line ends with the Mulliken charge.
Element x y z (Å)
H: 11.242 0.856 0.933  0.3416
H: -9.995 2.535 -1.279  0.2877
H: 9.970 2.145 2.199  0.3301
C: -4.442 2.400 -2.706  0.7277
C: 8.253 -0.057 0.976  0.4813
C: -8.740 1.398 0.670  0.8207
H: -3.607 0.747 -4.887  0.3000
C: -7.654 1.116 3.528  -1.3969
O: -4.064 1.305 -2.382  -0.5477
C: -10.440 1.618 -0.898  -0.6565
H: -8.441 1.869 3.515  0.3442
O: -7.879 0.518 1.161  -0.3445
H: -2.061 2.189 -3.544  0.2479
C: -1.182 -1.380 1.586  -0.8668
H: -0.705 -0.599 2.183  0.3077
O: -9.453 0.790 -0.280  -0.3539
H: -8.104 0.163 3.808  0.3314
C: -6.221 2.260 -1.237  -0.3006
H: 3.475 -4.561 -0.506  0.4309
H: 8.440 1.666 2.904  0.3778
H: 3.228 -3.627 0.942  0.4011
H: -6.177 0.271 2.213  0.2209
H: -1.809 0.913 0.327  0.2927
H: 1.520 -1.017 -0.978  0.4553
C: 10.818 -0.119 1.173  -1.6218
H: 6.352 -4.198 1.845  -0.3658
C: 3.110 -2.477 -0.927  -0.6529
C: -0.885 -2.042 -0.731  0.2452
In: 5.883 -3.555 0.250  1.1150
C: -2.733 2.625 -4.282  -0.1187
F: 6.868 -4.675 -1.127  -0.7502
H: -6.940 2.925 -0.767  0.3231
H: -11.231 1.858 -0.189  0.2973
H: -10.847 1.037 -1.720  0.2368
N: -1.085 -1.012 0.166  0.2637
H: -6.554 1.953 1.862  0.2797
H: 10.713 -0.700 0.261  0.3598
O: -3.878 3.187 -3.617  -0.4075
H: 3.840 -1.677 -1.065  0.3854
H: 9.956 1.198 3.691  0.3758
H: -3.826 -1.295 -0.165  0.3890
H: -2.246 1.279 -5.880  0.3705
H: 9.406 -0.782 2.626  0.4359
H: -5.554 1.855 -0.479  -0.1824
H: -3.038 -2.514 1.781  0.3422
C: -2.613 -1.551 2.081  -0.5959
H: -0.624 -2.291 1.772  0.5085
C: -3.129 1.616 -5.337  -1.1076
O: -5.490 3.041 -2.186  -0.3847
H: 8.636 -1.907 -0.093  0.1668
C: 8.398 0.791 -0.285  -1.6718
H: -2.232 3.477 -4.736  0.3044
H: 7.398 0.341 1.526  0.3082
H: -3.828 2.062 -6.046  0.3012
H: 11.543 -0.616 1.819  0.3699
C: -6.984 1.002 2.176  0.1208
H: -2.575 -1.530 3.169  0.3544
S: 0.506 -3.088 -0.362  -0.1626
C: 3.697 -3.598 -0.043  -1.1343
H: -4.147 0.449 0.037  -0.8186
C: 9.464 1.337 2.730  -1.5347
O: 6.602 -1.596 0.160  -0.7683
C: -3.474 -0.365 0.283  1.0051
C: 9.476 0.037 1.909  0.7110
H: -6.920 1.394 4.284  0.3912
C: 1.847 -1.855 -0.363  -0.5716
C: 7.916 -1.505 0.637  -0.8051
H: 9.265 0.510 -0.877  0.2887
H: -6.742 1.446 -1.740  0.3097
H: 2.904 -2.882 -1.919  0.3007
H: 8.472 1.849 -0.021  0.3632
H: 2.020 -1.468 0.641  0.3083
H: 7.498 0.665 -0.883  0.4613
O: -8.839 2.557 0.981  -0.5613
H: 8.042 -2.099 1.555  0.3209
H: -2.068 0.208 -1.253  0.5682
O: -3.462 -0.487 1.706  -0.3540
S: -1.755 -2.325 -2.085  -0.2766
C: -2.085 -0.010 -0.190  -1.2680

## Properties
- HOMO-LUMO gap: 0.257 Ha
- Charge: -1
- E_HOMO: -5.178 eV